[1]
C30H41AsN6STi | ωB97M-V with the def2-TZVPD basis set

Geometry as XYZ:
```
80
Properties=species:S:1:pos:R:3:forces:R:3
Ti -0.20798 -0.75528 0.77176 -0.78 -0.47 -1.70
N 1.38194 -2.14445 0.38440 0.55 0.09 0.24
C 2.02477 -2.55312 1.67333 0.06 0.13 0.39
C 1.80574 -1.45379 2.70567 0.39 -0.26 -0.18
N 0.35374 -1.08712 2.78015 -0.07 -0.09 0.37
C 0.17099 0.23157 3.45702 -0.25 0.42 0.10
C -1.19151 0.83321 3.12229 0.26 -0.08 0.38
N -1.43312 0.77547 1.63754 0.05 0.13 0.46
C -0.45122 -2.15879 3.45749 -0.35 -0.22 0.01
C -1.70574 -2.46940 2.64981 0.12 -0.02 0.37
N -1.30285 -2.55808 1.22386 -0.34 -0.22 0.19
H 2.08838 -1.70134 -0.21949 -0.03 0.01 -0.04
H 1.12225 -2.97880 -0.13769 -0.18 0.04 -0.10
H 1.60026 -3.49899 2.00785 -0.04 -0.02 -0.11
H 3.09595 -2.71704 1.55334 -0.02 -0.03 -0.08
H 2.37628 -0.56819 2.41132 -0.09 0.08 0.09
H 2.17800 -1.78044 3.67982 -0.08 0.11 0.06
H 0.24815 0.13230 4.54232 0.13 -0.11 -0.02
H 0.97361 0.89874 3.14037 -0.02 -0.22 -0.04
H -1.98236 0.29061 3.63707 -0.08 0.02 -0.11
H -1.22524 1.85954 3.48712 -0.07 0.02 -0.06
H -2.43751 0.69467 1.47342 -0.02 -0.07 -0.12
H -1.19331 1.68343 1.22207 0.05 -0.03 -0.13
H 0.15291 -3.06026 3.55076 0.08 0.04 -0.08
H -0.71383 -1.86726 4.47511 0.08 0.11 -0.02
H -2.14662 -3.39884 3.01361 -0.06 0.00 -0.09
H -2.46733 -1.69695 2.75986 0.02 0.02 -0.07
H -0.81703 -3.44300 1.08925 0.12 0.02 -0.09
H -2.12445 -2.62711 0.59320 -0.04 -0.01 0.01
C -4.84634 -1.47903 -4.76438 -0.13 0.15 -0.25
C -4.31031 -1.91329 -3.45884 0.08 -0.07 0.16
C -4.93105 -2.79681 -2.59865 0.00 -0.04 0.07
C -4.33683 -3.11507 -1.38051 0.04 0.16 -0.15
N -3.18368 -2.50061 -0.99797 0.08 0.03 -0.17
C -2.58950 -1.68892 -1.83540 -0.47 -0.45 0.32
S -1.04206 -0.95686 -1.46321 0.48 0.45 0.45
N -3.11437 -1.40536 -3.04724 -0.02 -0.03 0.02
C -4.91937 -4.12055 -0.46232 -0.12 -0.07 0.11
H -5.49627 -2.23642 -5.19834 0.06 -0.06 0.02
H -4.06049 -1.22371 -5.47589 0.02 -0.06 0.01
H -5.46436 -0.58469 -4.62356 0.03 -0.01 0.07
H -5.86726 -3.25650 -2.88445 0.01 0.00 -0.04
H -2.59724 -0.80979 -3.68641 0.00 0.05 0.00
H -5.54885 -4.82538 -1.00199 0.00 0.00 0.02
H -5.55158 -3.62971 0.28504 0.01 0.05 -0.04
H -4.13970 -4.66574 0.06727 0.02 0.00 -0.02
C 4.48512 3.77320 2.37986 0.02 -0.03 0.01
C 4.85494 3.19624 1.17369 0.05 0.03 0.06
C 3.97316 2.37633 0.48237 -0.11 -0.09 -0.12
C 2.70678 2.14302 1.00899 -0.27 -0.33 0.21
C 2.32767 2.73579 2.21602 -0.06 -0.10 -0.02
C 3.21338 3.55458 2.89678 0.00 -0.04 0.03
As 1.38148 1.17904 -0.06866 1.07 1.37 -0.76
C 0.26214 2.66358 -0.71390 -0.12 -0.30 0.10
C -0.61050 2.49049 -1.79120 0.02 0.01 0.01
C -1.37371 3.55433 -2.24778 0.00 -0.05 0.02
C -1.28981 4.79203 -1.62359 -0.01 0.04 -0.04
C -0.42352 4.96897 -0.55634 -0.02 0.02 0.03
C 0.35354 3.91328 -0.09850 0.10 -0.09 0.09
C 2.46047 0.51545 -1.54369 -0.11 -0.21 0.20
C 2.31788 0.97154 -2.84678 -0.20 0.10 0.09
C 3.18431 0.50872 -3.83007 0.07 -0.04 -0.06
C 4.17897 -0.40912 -3.52172 -0.02 0.04 0.02
C 4.32937 -0.86193 -2.21504 0.02 -0.03 0.01
C 3.47591 -0.39789 -1.22618 -0.06 0.15 0.10
H 5.18662 4.39409 2.92083 -0.01 0.05 -0.03
H 5.83563 3.38790 0.75920 0.01 -0.01 0.01
H 4.27454 1.95179 -0.46449 0.03 0.02 0.00
H 1.32324 2.60621 2.60618 0.06 0.19 -0.03
H 2.91242 4.02881 3.82142 0.01 -0.01 0.01
H -0.65872 1.54637 -2.30727 -0.05 -0.10 -0.08
H -2.02920 3.42487 -3.09898 0.03 0.00 -0.01
H -1.88440 5.62040 -1.98564 0.01 0.01 0.02
H -0.33617 5.93520 -0.07758 0.01 0.01 -0.02
H 1.05103 4.09166 0.70589 0.00 0.02 0.00
H 1.56956 1.71460 -3.09229 0.03 -0.02 -0.04
H 3.09460 0.88468 -4.84067 -0.01 0.01 0.01
H 4.86320 -0.74437 -4.28956 -0.03 -0.03 -0.01
H 5.13016 -1.54500 -1.96360 0.01 0.02 -0.01
H 3.68630 -0.63775 -0.18346 0.06 -0.06 -0.05
```
Positions in Å, forces in eV/Å.

Summary:
- ΔE to the lowest compared entry with this formula, charge and spin: 13.93 kcal per mole
- Net charge: +4
- Strongest force on any atom: 1.930 eV/Å

[2]
C30H41CdN8O4S | ωB97M-V with the def2-TZVPD basis set

Geometry as XYZ:
```
85
Properties=species:S:1:pos:R:3:forces:R:3
Cd -0.54428 0.03090 -0.11910 -0.29 -0.08 -0.35
C -1.33512 -2.17162 1.46272 -0.05 0.01 0.04
C -1.67778 -2.95871 0.36679 -0.01 -0.03 0.01
C -3.00135 -3.02814 -0.04909 0.01 -0.01 0.03
C -3.97848 -2.29792 0.61673 -0.01 -0.02 0.02
C -3.63325 -1.48679 1.69246 0.00 -0.02 -0.02
C -2.31274 -1.42230 2.11633 0.00 0.01 0.02
H -0.32145 -2.15336 1.84228 0.00 0.05 -0.04
H -0.91776 -3.53441 -0.14632 0.00 0.00 0.00
H -3.27184 -3.67327 -0.87580 0.00 -0.01 0.02
H -5.01515 -2.37506 0.31033 0.00 0.00 0.00
H -4.39566 -0.92124 2.21262 0.00 0.00 0.00
H -2.03232 -0.80486 2.96004 0.01 -0.01 -0.01
C 5.94984 3.69883 2.12163 -0.01 0.00 0.00
C 4.57625 3.10514 2.26943 0.02 0.00 0.00
C 4.01965 2.32390 1.25861 0.01 0.00 -0.02
C 2.74857 1.78954 1.38829 -0.01 0.04 0.01
C 2.01839 2.04102 2.54262 0.01 0.01 -0.02
C 2.54672 2.82431 3.55744 0.02 -0.03 -0.02
C 3.82353 3.34499 3.41600 -0.01 -0.01 0.02
S 0.40882 1.33073 2.74745 -0.27 0.13 -0.11
O -0.20905 2.00121 3.85939 0.04 0.00 0.02
O 0.56749 -0.10976 2.83213 0.01 -0.03 0.03
N -0.38010 1.58917 1.36343 0.49 0.06 0.18
C -0.20714 2.77359 0.64998 -0.12 -0.03 0.16
C -0.13981 4.04626 1.22368 0.03 -0.01 0.04
C 0.05828 5.12774 0.39147 0.00 0.00 -0.03
C 0.15643 4.93272 -0.98376 0.00 0.02 0.01
C 0.04528 3.64466 -1.46493 -0.01 -0.07 -0.05
N -0.12478 2.58143 -0.67296 -0.06 -0.01 0.04
H 6.48817 3.25155 1.28753 0.00 0.00 0.00
H 6.53811 3.55442 3.02790 0.00 0.00 0.00
H 5.88681 4.77353 1.94177 0.00 0.00 0.00
H 4.58809 2.13668 0.35529 0.00 0.00 0.00
H 2.32311 1.19620 0.58828 0.02 0.01 0.01
H 1.95520 3.01455 4.44245 0.00 0.01 0.01
H 4.24202 3.95212 4.20985 0.00 0.00 0.00
H -0.24733 4.15711 2.29402 0.00 0.01 0.00
H 0.12548 6.12444 0.80833 0.00 0.00 0.00
H 0.31053 5.75888 -1.66251 0.00 0.00 0.00
H 0.10236 3.43385 -2.52726 0.00 0.00 0.00
N -2.83581 0.69085 -0.76132 0.10 -0.06 0.01
C -2.70285 1.13414 -2.15281 -0.01 0.01 0.03
C -3.97725 0.98494 -3.00007 0.01 -0.03 -0.02
C -4.71455 -0.35728 -2.91422 -0.01 -0.02 0.00
C -3.90605 -1.63602 -3.18604 0.03 0.00 0.00
N -2.93444 -1.55354 -4.27643 -0.04 0.12 -0.08
C -3.21424 -1.19132 -5.52012 0.00 -0.02 -0.02
N -4.44236 -1.37951 -6.01722 -0.01 0.00 0.00
N -2.24830 -0.65944 -6.26640 0.04 0.06 0.08
C -1.52955 0.42476 -2.85367 0.11 0.19 0.09
O -1.24783 0.80239 -3.99750 -0.10 -0.13 -0.14
O -0.98077 -0.54804 -2.24031 0.01 -0.05 -0.15
H -3.39452 -0.15254 -0.68154 0.02 0.01 0.04
H -3.26855 1.39924 -0.18008 0.04 0.01 0.01
H -2.43121 2.19016 -2.13495 -0.03 -0.01 -0.02
H -3.69557 1.19656 -4.03309 -0.01 0.02 -0.01
H -4.68971 1.76038 -2.71060 0.00 0.00 0.01
H -5.56889 -0.30467 -3.59247 0.01 0.02 -0.01
H -5.15080 -0.48276 -1.91858 -0.02 -0.01 -0.01
H -4.58495 -2.47563 -3.35779 0.00 -0.01 0.03
H -3.30871 -1.89770 -2.31493 -0.01 0.03 -0.04
H -1.97469 -1.39446 -3.99107 0.03 -0.09 0.06
H -5.10430 -1.95398 -5.52645 0.01 -0.03 -0.01
H -4.65958 -1.12116 -6.96310 -0.01 0.03 0.01
H -1.51766 -0.16046 -5.75822 0.02 0.04 0.07
H -2.42952 -0.39542 -7.21896 0.01 -0.03 -0.01
N 1.40415 -1.11498 -0.15881 0.10 0.05 -0.09
C 2.18304 -1.67057 0.49544 -0.10 -0.20 0.15
N 3.02657 -2.30604 1.25256 0.03 0.15 -0.03
C 3.61797 -1.63961 2.42849 0.00 0.00 0.04
C 3.44301 -2.52543 3.65096 -0.01 -0.01 -0.02
C 3.97712 -3.93228 3.38954 0.00 0.02 -0.01
C 3.29302 -4.55299 2.17294 -0.01 0.00 0.00
C 3.47040 -3.67239 0.94501 0.00 0.00 0.02
H 3.12160 -0.67997 2.55871 0.00 -0.02 0.00
H 4.67863 -1.46318 2.22281 0.00 -0.01 -0.01
H 2.37963 -2.56818 3.90184 0.00 0.02 0.01
H 3.95790 -2.06290 4.49402 0.00 0.00 0.01
H 3.82575 -4.56214 4.26617 0.00 0.00 0.00
H 5.05735 -3.88663 3.21395 0.00 -0.01 0.01
H 2.22436 -4.67157 2.37417 0.00 -0.01 -0.01
H 3.69830 -5.54287 1.95806 0.00 0.00 0.01
H 2.89600 -4.03673 0.09499 0.00 0.01 0.00
H 4.52412 -3.63310 0.65156 0.00 0.01 0.00
```
Positions in Å, forces in eV/Å.

Summary:
- ΔE to the lowest compared entry with this formula, charge and spin: 0.17 kcal per mole
- Net charge: +1
- Strongest force on any atom: 0.527 eV/Å

ΔE to the lowest compared entry with this formula, charge and spin of number 1 (C30H41AsN6STi)?
13.93 kcal per mole

ΔE to the lowest compared entry with this formula, charge and spin of number 1 (C30H41AsN6STi)?
13.93 kcal per mole